{"formula": "C28H19Cl5N4O3PSScSe2", "method": "ωB97M-V/def2-TZVPD", "elements": ["Sc", "Se", "P", "Se", "C", "C", "C", "C", "C", "C", "C", "C", "C", "C", "C", "C", "H", "H", "H", "H", "H", "H", "H", "H", "H", "H", "N", "C", "C", "C", "C", "C", "C", "S", "O", "O", "N", "C", "N", "C", "C", "C", "N", "H", "H", "H", "H", "H", "H", "H", "H", "H", "Cl", "C", "C", "Cl", "C", "Cl", "C", "O", "C", "Cl", "C", "Cl"], "xyz": [[0.481, -0.340, -0.317], [0.122, 0.120, 2.381], [2.295, 0.043, 2.261], [3.017, 0.083, 0.182], [2.928, 1.528, 3.139], [3.667, 2.464, 2.429], [4.077, 3.636, 3.039], [3.762, 3.870, 4.367], [3.016, 2.941, 5.076], [2.581, 1.779, 4.462], [2.890, -1.482, 3.101], [2.558, -1.731, 4.429], [3.010, -2.886, 5.044], [3.760, -3.809, 4.332], [4.054, -3.580, 2.999], [3.624, -2.417, 2.384], [3.920, 2.270, 1.395], [4.645, 4.360, 2.474], [4.091, 4.780, 4.845], [2.769, 3.126, 6.111], [1.956, 1.084, 5.000], [1.934, -1.037, 4.971], [2.774, -3.069, 6.082], [4.108, -4.711, 4.813], [4.624, -4.304, 2.434], [3.860, -2.236, 1.343], [-1.966, -3.281, -7.241], [-1.257, -2.616, -6.284], [-0.549, -1.448, -6.600], [0.154, -0.772, -5.627], [0.149, -1.247, -4.327], [-0.566, -2.383, -3.986], [-1.267, -3.064, -4.955], [0.942, -0.343, -3.040], [1.959, 0.549, -3.506], [1.390, -1.315, -2.023], [-0.219, 0.416, -2.201], [-0.038, 1.720, -1.921], [0.051, 2.647, -2.866], [0.143, 3.898, -2.468], [0.119, 4.267, -1.128], [0.102, 3.239, -0.203], [0.052, 1.966, -0.581], [-1.794, -3.060, -8.206], [-2.299, -4.206, -7.035], [-0.549, -1.088, -7.617], [0.717, 0.120, -5.849], [-0.548, -2.722, -2.961], [-1.817, -3.956, -4.697], [0.236, 4.631, -3.262], [0.132, 5.297, -0.823], [0.145, 3.416, 0.867], [-5.420, -4.633, -0.025], [-3.880, -3.883, -0.004], [-3.787, -2.492, -0.019], [-5.192, -1.519, -0.058], [-2.538, -1.896, -0.011], [-2.348, -0.184, -0.102], [-1.340, -2.641, 0.037], [-0.183, -2.060, 0.092], [-1.469, -4.047, 0.033], [-0.020, -4.963, 0.036], [-2.716, -4.655, 0.008], [-2.830, -6.362, -0.029]], "forces_ev_per_angstrom": [[0.1, 0.9, 1.0], [0.4, 0.1, 0.2], [-0.1, 0.2, 0.2], [0.3, 0.0, 0.7], [0.0, -0.3, -0.4], [0.1, -0.2, -0.1], [0.0, 0.1, 0.1], [0.0, 0.1, -0.1], [0.0, -0.1, 0.1], [0.1, 0.0, -0.1], [0.0, 0.4, -0.4], [0.0, 0.0, -0.1], [0.0, 0.1, 0.1], [0.0, 0.0, -0.1], [0.0, -0.1, 0.1], [0.1, 0.1, -0.1], [0.0, 0.0, 0.0], [0.1, 0.1, 0.0], [0.0, 0.1, 0.1], [-0.1, 0.0, 0.1], [0.0, 0.0, 0.1], [0.0, 0.0, 0.1], [-0.1, 0.0, 0.1], [0.0, -0.1, 0.1], [0.0, -0.1, 0.0], [0.0, 0.0, 0.0], [-0.2, -0.1, -0.2], [0.1, 0.3, 0.3], [0.0, -0.1, 0.0], [0.1, 0.1, 0.1], [0.3, 0.3, 0.5], [0.0, -0.1, 0.0], [0.1, 0.0, 0.0], [-0.1, 0.2, -0.3], [-0.1, -0.1, -0.6], [0.0, -0.4, -0.5], [0.4, -1.2, -0.8], [0.1, 1.9, 0.6], [-0.2, -0.3, -0.3], [0.0, 0.2, 0.2], [0.0, -0.2, 0.0], [0.0, 0.0, 0.2], [-0.3, -0.3, -1.1], [0.0, -0.1, 0.0], [0.0, 0.0, -0.1], [0.0, 0.1, -0.1], [0.0, 0.1, -0.1], [-0.1, -0.2, 0.1], [-0.1, -0.1, 0.0], [0.0, 0.1, 0.1], [0.1, 0.2, 0.1], [0.0, 0.0, 0.0], [-0.2, -0.1, 0.0], [0.1, 0.1, 0.0], [0.2, -0.2, 0.0], [-0.2, 0.1, 0.0], [0.4, -0.3, 0.0], [-0.3, 0.2, 0.2], [-0.8, -0.5, 0.2], [-0.5, -1.3, -0.1], [0.1, 0.4, 0.0], [0.1, -0.1, 0.0], [-0.1, 0.3, 0.0], [0.0, -0.2, 0.0]], "lowdin_charge": [0.37, 0.38, 0.27, 0.50, -0.39, -0.12, -0.08, -0.08, -0.08, -0.10, -0.37, -0.10, -0.08, -0.08, -0.07, -0.11, 0.04, 0.10, 0.10, 0.10, 0.09, 0.09, 0.10, 0.10, 0.11, 0.05, 0.11, -0.31, -0.02, -0.05, -0.29, -0.04, -0.01, 0.65, -0.26, -0.41, -0.18, -0.51, 0.15, -0.10, -0.03, -0.09, 0.04, 0.10, 0.10, 0.11, 0.12, 0.11, 0.11, 0.11, 0.10, 0.12, 0.68, -0.72, -0.71, 0.71, -0.56, 0.79, -0.45, -0.26, -0.61, 0.74, -0.71, 0.70], "homo_energy_ev": -8.1, "lumo_energy_ev": 0.288, "e_tot_ha": -10127.4796, "homo_lumo_gap_ev": 8.357}